[1]
{"formula": "C2H6N2P", "method": "wB97M-V/def2-TZVPD", "total_charge": 1, "orbital_gap_ev": 11.153, "smiles": "C1=[NH+]PCN1", "symbols": ["C", "N", "P", "C", "N", "H", "H", "H", "H", "H", "H"], "xyz": [[0.628, -0.885, 0.027], [-0.649, -1.191, -0.142], [-1.768, 0.224, 0.178], [-0.091, 1.201, -0.231], [1.019, 0.312, 0.123], [1.321, -1.691, -0.074], [-1.047, -2.088, -0.235], [-1.497, 0.100, 1.489], [0.074, 2.222, 0.261], [-0.064, 1.197, -1.427], [2.074, 0.600, 0.031]], "forces_ev_per_angstrom": [[-0.4583, -4.1957, -0.9563], [-0.4151, 2.6777, 0.4252], [2.3666, 0.4070, -2.0445], [-0.6757, 1.5454, -1.5049], [1.9958, 2.6784, 0.0580], [0.6204, -0.4310, 0.3209], [0.2789, -1.3302, -0.0476], [0.0526, 0.1960, 1.9192], [-0.6194, -1.4363, -1.0209], [-0.2719, 0.7012, 2.5240], [-2.8740, -0.8124, 0.3269]]}



[2]
{"formula": "C2H6N2S", "method": "wB97M-V/def2-TZVPD", "orbital_gap_ev": 8.839, "symbols": ["C", "C", "H", "H", "H", "H", "H", "H", "N", "N", "S"], "xyz": [[-0.471, -0.825, 1.411], [1.380, 0.357, -0.829], [-0.562, -0.233, 2.501], [0.597, -1.242, 1.453], [-1.314, -1.614, 1.639], [0.482, 1.654, 0.679], [2.284, 1.086, -0.410], [2.565, -0.828, -1.123], [0.118, 1.106, -0.605], [1.401, -0.885, -0.950], [-1.259, 0.152, 0.166]], "forces_ev_per_angstrom": [[-1.1733, -0.3312, 5.0085], [-1.1764, 3.4758, 3.4492], [0.4940, -1.0461, -2.6839], [-1.8738, 0.4537, -1.0245], [1.9842, 0.9053, -0.6781], [-1.0141, -1.2939, -4.8661], [-1.9504, -1.6830, -1.9661], [-3.4501, -1.7858, 0.5044], [1.2466, 0.8333, 6.0331], [5.3115, 0.1745, -1.7193], [1.6020, 0.2972, -2.0574]]}



[3]
{"formula": "C2H6N2S", "method": "wB97M-V/def2-TZVPD", "orbital_gap_ev": 9.326, "smiles": "[H]/N=C/NSC", "symbols": ["H", "N", "C", "N", "S", "C", "H", "H", "H", "H", "H"], "xyz": [[-2.267, 0.502, -2.106], [-2.138, -0.101, -1.219], [-0.926, 0.318, -0.963], [-0.793, -0.218, 0.274], [0.176, 0.517, 1.451], [1.648, -0.112, 1.037], [-0.119, 0.923, -1.487], [-1.604, -0.913, 0.701], [1.501, -1.344, 0.586], [1.956, 0.358, 0.021], [2.566, 0.069, 1.705]], "forces_ev_per_angstrom": [[-1.0144, -1.8601, 0.6298], [0.6474, 4.2382, -6.0651], [-3.4314, -2.1304, 1.7966], [1.9863, -2.0126, 4.7970], [-3.2342, 1.2281, 1.5781], [4.8222, -3.7648, -4.3965], [-1.3304, -0.7248, 0.8345], [2.7288, 2.7834, -2.0947], [0.6854, 3.3650, 2.0255], [-0.0893, -0.5928, 1.5159], [-1.7703, -0.5293, -0.6210]]}



[4]
{"formula": "C2H6N2S", "method": "wB97M-V/def2-TZVPD", "orbital_gap_ev": 8.603, "symbols": ["C", "C", "H", "H", "H", "H", "H", "H", "N", "N", "S"], "xyz": [[1.917, -0.833, 0.001], [0.460, -0.253, 0.013], [2.350, -0.347, 0.818], [1.956, -2.052, 0.546], [2.376, -0.864, -1.117], [-0.687, -2.094, -0.663], [-1.812, 0.461, -0.605], [-2.272, -0.215, 1.085], [-0.589, -0.987, 0.059], [-2.050, -0.608, -0.056], [0.144, 1.424, -0.011]], "forces_ev_per_angstrom": [[-1.8795, -4.4621, -1.1398], [1.6533, 2.6839, -0.5710], [1.5472, 1.3767, 0.3523], [-0.5014, 3.3906, -2.1843], [-0.8414, 0.3951, 3.1380], [1.2565, 4.1374, 3.3365], [-1.1783, -3.0540, 2.0090], [0.8008, -1.2074, -4.2960], [-4.3764, -7.6241, -3.3146], [2.6354, 5.0335, 2.4826], [0.8836, -0.6696, 0.1874]]}